a) Computed, not measured: 2 unconnected molecules or ions with the total composition C5H8NOS, with ωB97M-V with the def2-TZVPD basis set.

Geometry (Å):
C1 0.09527 -0.17161 0.45481
C2 2.21195 1.95347 1.78950
C3 -0.59290 -0.82635 -0.67915
C4 -1.39984 -2.02857 -0.35022
C5 0.26785 2.07327 -0.55047
N1 0.57691 1.01437 0.34283
O1 -0.87636 -0.18414 -1.68346
S1 2.22863 3.43966 1.56571
H1 0.42527 -0.83132 1.29181
H2 2.19482 0.89644 2.00638
H3 -0.73419 -2.69503 0.23866
H4 -2.32798 -1.84462 0.18720
H5 -1.59467 -2.47593 -1.33079
H6 1.22211 2.10083 -1.20354
H7 0.36117 2.95078 0.03906
H8 -0.71447 1.89863 -0.90515

Values from the calculation:
Kohn-Sham gap in eV: 7.2
Charge: +1
HOMO energy in eV: -13.33



b) Computed, not measured: a gas-phase ion, C5H8NOS (charge +1), with ωB97M-V with the def2-TZVPD basis set.

Geometry (Å):
C1 -0.92376 0.82104 0.62572
C2 -2.26207 0.86742 0.66797
C3 -1.46188 -0.90374 -0.75179
C4 1.80090 -0.51791 0.54687
C5 0.85156 -0.33730 -0.69933
N1 -0.50823 -0.22614 -0.15937
O1 1.22490 0.81212 -1.24834
S1 -3.00982 -0.36534 -0.32873
H1 -0.18559 1.53306 1.02520
H2 -2.84602 1.44456 1.29464
H3 -1.33730 -1.67083 -1.45453
H4 2.31445 0.48406 0.78962
H5 2.63075 -1.19025 0.41176
H6 1.36031 -1.11618 1.35136
H7 0.89257 -1.17812 -1.37918
H8 1.45922 1.54354 -0.69189

Values from the calculation:
Kohn-Sham gap in eV: 10.6
Charge: +1
HOMO energy in eV: -15.05



c) Computed, not measured: 2 unconnected molecules or ions with the total composition C5H8NOS, with ωB97M-V with the def2-TZVPD basis set.

Geometry (Å):
C1 -0.85234 1.71854 -0.48438
C2 -1.27407 2.20044 -1.70052
C3 0.50570 0.55856 -1.99736
C4 0.22414 0.74666 -0.61330
C5 1.05487 0.33486 0.45346
N1 0.20811 -1.82298 0.67906
O1 0.91803 0.76273 1.65150
S1 -0.43830 1.50728 -3.06092
H1 -1.23999 2.03941 0.35141
H2 -1.97496 2.88804 -1.84101
H3 1.23936 -0.08440 -2.54609
H4 1.95810 -0.09925 0.10150
H5 0.53823 -2.49244 -0.04923
H6 0.62837 -2.18757 1.56392
H7 -0.75540 -1.89877 0.78511
H8 -0.00459 1.05727 1.60690

Values from the calculation:
Kohn-Sham gap in eV: 8.7
Charge: +1
HOMO energy in eV: -13.56



So which one wins? Going from most stable to least: b), c), a).



a) Computed, not measured: C22H21N3O4 in the gas phase, with ωB97M-V with the def2-TZVPD basis set.

Geometry (Å):
C1 1.98233 7.16983 2.92126
O1 2.69856 6.54478 1.88475
C2 2.91474 5.20238 1.95973
C3 2.49856 4.38360 3.00221
C4 2.77640 3.02601 2.96799
C5 3.47331 2.46551 1.91234
C6 3.75950 0.98224 1.85632
C7 2.93229 0.38528 0.77758
N1 3.29590 0.19206 -0.44311
C8 2.18566 -0.32093 -1.07521
C9 1.96736 -0.72004 -2.38600
C10 0.71382 -1.20490 -2.69931
C11 -0.29843 -1.31296 -1.74006
C12 -1.66042 -1.77039 -2.16772
O2 -2.34444 -1.07801 -2.90224
N2 -2.07960 -2.96972 -1.69990
C13 -1.28501 -3.84899 -0.87574
C14 -3.45199 -3.35552 -1.98127
C15 -3.57105 -4.78220 -2.52510
C16 -4.33686 -3.19329 -0.78216
C17 -5.73874 -2.95777 -0.80464
C18 -6.07425 -2.90481 0.51230
O3 -4.98676 -3.09150 1.26276
N3 -3.91768 -3.27221 0.45358
C19 -0.09990 -0.90554 -0.42646
C20 1.15108 -0.41029 -0.12034
O4 1.64641 0.04656 1.05865
C21 3.88270 3.28757 0.86682
C22 3.61083 4.63707 0.88851
H1 1.91872 8.22071 2.64332
H2 2.50234 7.08118 3.88085
H3 0.97154 6.75989 3.01611
H4 1.95714 4.78437 3.84463
H5 2.44196 2.40249 3.78474
H6 4.80946 0.80861 1.61940
H7 3.50698 0.51227 2.80728
H8 2.74957 -0.64493 -3.12306
H9 0.49472 -1.51383 -3.71027
H10 -1.77255 -3.98432 0.09097
H11 -1.17438 -4.81903 -1.36396
H12 -0.29598 -3.42439 -0.72995
H13 -3.79765 -2.65127 -2.74921
H14 -2.88053 -4.92194 -3.35287
H15 -3.35967 -5.51489 -1.75031
H16 -4.58299 -4.94718 -2.88609
H17 -6.36811 -2.84072 -1.66035
H18 -7.00112 -2.74618 1.02606
H19 -0.88408 -0.97001 0.31103
H20 4.41111 2.85377 0.03117
H21 3.92429 5.28336 0.08422

Values from the calculation:
Kohn-Sham gap in eV: 9.2
SMILES string: COc1ccc(Cc2nc3ccc(C(=O)N(C)[C@@H](C)c4ccon4)cc3o2)cc1
HOMO energy in eV: -8.40



b) Computed, not measured: C22H21N3O4 in the gas phase, with ωB97M-V with the def2-TZVPD basis set.

Geometry (Å):
C1 1.76085 1.26076 -2.89630
O1 1.73474 2.23265 -1.87742
C2 1.65247 1.81369 -0.58650
C3 1.69089 2.81229 0.38838
C4 1.62398 2.49821 1.72946
C5 1.50649 1.17574 2.14453
O2 1.41381 0.78200 3.44512
C6 1.42203 1.76726 4.45071
C7 1.45694 0.16146 1.17044
C8 1.26630 -1.20928 1.58271
N1 0.95567 -2.10872 0.73378
N2 0.70173 -3.36477 1.14019
C9 0.16232 -4.35943 0.36851
O3 -0.01893 -5.45096 0.85872
C10 -0.14320 -4.06097 -1.09384
N3 -0.49056 -2.69686 -1.38962
C11 -1.68496 -2.31763 -1.90612
O4 -2.51811 -3.08573 -2.33555
C12 -1.79384 -0.82030 -1.95863
C13 -1.84871 -0.19746 -3.17964
C14 -1.84134 1.20267 -3.27058
C15 -1.76858 1.96564 -2.13891
C16 -1.75034 1.36273 -0.86389
C17 -1.71148 2.13099 0.31809
C18 -1.74261 1.53000 1.54389
C19 -1.82862 0.13361 1.64351
C20 -1.84884 -0.64060 0.51779
C21 -1.78644 -0.05353 -0.76420
C22 1.53925 0.49474 -0.18302
H1 0.83921 0.67130 -2.91457
H2 2.62217 0.59378 -2.78929
H3 1.85003 1.81702 -3.82782
H4 1.77919 3.83854 0.07003
H5 1.66116 3.29936 2.44972
H6 1.32358 1.22680 5.39098
H7 0.58100 2.45871 4.34172
H8 2.36015 2.33066 4.45535
H9 1.35023 -1.42540 2.64946
H10 0.83757 -3.60739 2.12620
H11 -0.97505 -4.70083 -1.40380
H12 0.74690 -4.35778 -1.66626
H13 0.10148 -2.00341 -0.94646
H14 -1.88044 -0.79533 -4.07849
H15 -1.87579 1.66858 -4.24419
H16 -1.73269 3.04343 -2.20231
H17 -1.66960 3.20728 0.23282
H18 -1.72275 2.12589 2.44475
H19 -1.88390 -0.32537 2.61973
H20 -1.94197 -1.71353 0.59832
H21 1.51864 -0.31053 -0.89752

Values from the calculation:
Kohn-Sham gap in eV: 8.1
SMILES string: COc1ccc(OC)c(/C=N/NC(=O)CNC(=O)c2cccc3ccccc23)c1
HOMO energy in eV: -8.12



So which one wins? Going from most stable to least: b), a).



a) Computed, not measured: 2 unconnected molecules or ions with the total composition C3H5NS, with ωB97M-V with the def2-TZVPD basis set.

Geometry (Å):
C1 2.83017 0.36300 0.38962
C2 -0.09200 0.53413 -0.02902
C3 0.59130 -0.63627 0.68477
N1 3.67295 0.70488 -0.29910
S1 0.58569 -2.14226 -0.08248
H1 -1.11448 0.44022 -0.06485
H2 -0.10498 1.38999 0.74660
H3 0.43389 0.57341 -1.04524
H4 0.30514 -0.71240 1.67951
H5 0.51306 -1.69974 -1.24254

Values from the calculation:
Kohn-Sham gap (alpha / beta) in eV: 8.3 / 6.7
Spin multiplicity: 3
<S²>: 2.0143
HOMO energy (alpha / beta) in eV: -7.58 / -10.66



b) Computed, not measured: C3H5NS in the gas phase, with ωB97M-V with the def2-TZVPD basis set.

Geometry (Å):
C1 0.23671 -0.17468 -0.71911
C2 1.30336 0.42577 -0.17899
C3 -1.93615 0.09380 0.02839
N1 -1.04894 0.31133 -0.80769
S1 -2.07996 -0.58521 1.61316
H1 0.25355 -1.05400 -1.20815
H2 1.22535 1.13031 0.56894
H3 2.28420 0.11568 -0.35744
H4 -0.99877 -1.32047 1.39267
H5 -2.82185 0.71911 -0.00172

Values from the calculation:
Kohn-Sham gap (alpha / beta) in eV: 5.9 / 7.9
Spin multiplicity: 3
<S²>: 2.0056
HOMO energy (alpha / beta) in eV: -5.13 / -9.71



So which one wins? Going from most stable to least: b), a).



a) Computed, not measured: 2 unconnected molecules or ions with the total composition CH5NO2, with ωB97M-V with the def2-TZVPD basis set.

Geometry (Å):
C1 0.55429 -0.12625 0.24108
N1 1.62525 -0.63908 -0.18636
O1 2.60694 0.32325 -0.18810
H1 0.57770 0.90613 0.59892
H2 -0.33496 -0.73980 0.27878
H3 3.38191 -0.14157 -0.52160
O2 -2.52316 -0.04032 -0.28790
H4 -2.76884 0.89051 -0.30410
H5 -3.11913 -0.43287 0.36926

Values from the calculation:
Kohn-Sham gap in eV: 10.6
SMILES string: C=NO.O
HOMO energy in eV: -9.82



b) Computed, not measured: a molecular structure, CH5NO2, with ωB97M-V with the def2-TZVPD basis set.

Geometry (Å):
O1 -1.44141 -1.31285 0.61725
C1 -0.46020 -1.44470 -0.14607
N1 0.37109 -0.42506 -0.36597
H1 -0.07050 -2.40529 -0.56209
H2 0.28393 0.52075 0.01400
H3 1.07984 -0.62807 -1.07519
O2 0.26965 1.55027 0.44758
H4 -0.17413 1.86298 1.26827
H5 0.14173 2.28197 -0.19779

Values from the calculation:
Kohn-Sham gap in eV: 9.3
HOMO energy in eV: -9.02



c) Computed, not measured: 2 unconnected molecules or ions with the total composition CH5NO2, with ωB97M-V with the def2-TZVPD basis set.

Geometry (Å):
N1 -1.07896 0.46878 -1.30534
C1 -0.77470 0.63771 0.04024
O1 -1.04028 -0.29099 0.82840
H1 -1.53145 -0.33238 -1.80871
H2 -0.81600 1.01784 -2.03904
H3 -0.33663 1.51368 0.35017
O2 2.17803 -0.80805 1.44495
H4 2.18872 -1.51504 0.76776
H5 1.21128 -0.69155 1.72157

Values from the calculation:
Kohn-Sham gap in eV: 11.3
SMILES string: NC=O.O
HOMO energy in eV: -10.44



So which one wins? Going from most stable to least: c), b), a).



a) Computed, not measured: 2 unconnected molecules or ions with the total composition CH4OS2, with ωB97M-V with the def2-TZVPD basis set.

Geometry (Å):
C1 0.25523 1.56606 3.37900
O1 0.70816 1.79712 4.46672
H1 0.21894 0.55324 2.95222
H2 -0.07449 2.39444 2.74315
S1 -0.75611 -0.82336 -4.11991
S2 -0.79318 -2.25131 -2.71398
H3 0.28434 -1.22112 -4.87474
H4 0.15711 -2.01508 -1.83247

Values from the calculation:
Kohn-Sham gap in eV: 9.9
SMILES string: C=O.SS
HOMO energy in eV: -9.55



b) Computed, not measured: 2 unconnected molecules or ions with the total composition CH4OS2, with ωB97M-V with the def2-TZVPD basis set.

Geometry (Å):
C1 -2.45477 0.35419 -0.68768
O1 -2.28410 -0.45136 0.18588
H1 -3.10521 1.23276 -0.54975
H2 -1.98019 0.24090 -1.67855
S1 1.12746 -0.70586 0.88084
S2 1.26566 0.66277 -0.66761
H3 -0.13774 -1.08891 0.64488
H4 0.87628 1.74157 0.02326

Values from the calculation:
Kohn-Sham gap in eV: 9.9
SMILES string: C=O.SS
HOMO energy in eV: -9.60



So which one wins? Going from most stable to least: b), a).



a) Computed, not measured: CH4OS2 in the gas phase, with ωB97M-V with the def2-TZVPD basis set.

Geometry (Å):
O1 -1.47295 0.09640 -0.98975
C1 -0.82296 -0.52536 0.09872
S1 1.16625 -0.83247 0.26638
S2 2.04101 0.89278 -0.18617
H1 -1.03181 1.00241 -1.28861
H2 -1.25897 -0.16750 1.02592
H3 -1.13151 -1.65391 0.14400
H4 2.51096 1.18766 0.92951

Values from the calculation:
Kohn-Sham gap in eV: 9.5
SMILES string: OCSS
HOMO energy in eV: -9.01



b) Computed, not measured: 2 unconnected molecules or ions with the total composition CH4OS2, with ωB97M-V with the def2-TZVPD basis set.

Geometry (Å):
C1 2.44412 -0.06966 -1.61128
O1 2.29750 0.28807 0.95018
S1 -0.47614 0.33637 0.41815
S2 3.22672 0.24386 -0.20065
H1 1.33059 0.01719 -1.62498
H2 2.97681 -0.34324 -2.43067
H3 0.25739 0.42093 1.39399
H4 0.44670 0.90327 -0.25252

Values from the calculation:
Kohn-Sham gap in eV: 8.7
HOMO energy in eV: -9.30



So which one wins? Going from most stable to least: a), b).